{
  "formula": "C53H84FeN5O3S",
  "method": "ωB97M-V/def2-TZVPD",
  "symbols": ["Fe", "C", "C", "C", "C", "C", "C", "C", "C", "N", "C", "C", "N", "C", "C", "N", "C", "C", "C", "C", "C", "C", "C", "C", "C", "O", "C", "C", "C", "C", "C", "C", "C", "C", "C", "C", "C", "C", "C", "C", "C", "O", "C", "C", "C", "C", "C", "C", "C", "C", "C", "O", "C", "C", "C", "C", "C", "C", "H", "H", "H", "H", "H", "H", "H", "H", "H", "H", "H", "H", "H", "H", "H", "H", "H", "H", "H", "H", "H", "H", "H", "H", "H", "H", "H", "H", "H", "H", "H", "H", "H", "H", "H", "H", "H", "H", "H", "H", "H", "H", "H", "H", "H", "H", "H", "H", "H", "H", "H", "H", "H", "H", "H", "H", "H", "H", "H", "H", "H", "H", "H", "H", "H", "H", "H", "H", "H", "H", "H", "H", "H", "H", "H", "H", "H", "H", "C", "N", "C", "N", "S", "H", "H", "H", "H", "H", "H"],
  "positions_angstrom": [[-0.5764, -0.8411, -0.5541], [-1.1782, -3.1056, 6.9523], [-0.0038, -2.1418, 6.7702], [-0.4514, -0.7604, 7.2780], [1.1639, -2.6351, 7.6385], [0.4207, -2.0260, 5.3103], [-0.0803, -2.8039, 4.2754], [0.1946, -2.5138, 2.9443], [-0.4125, -3.4350, 1.9102], [0.0864, -3.3418, 0.5432], [-0.5939, -4.3288, -0.2826], [-1.8105, -3.7892, -1.0000], [-1.5512, -2.6723, -1.8963], [-0.5547, -2.9342, -2.9370], [0.9391, -2.8404, -2.5515], [1.3070, -1.8655, -1.5242], [2.1964, -2.4439, -0.5287], [1.5411, -3.4526, 0.4370], [1.9402, -0.6690, -2.1283], [2.3464, 0.4905, -1.2396], [3.6693, 0.8998, -1.2958], [4.1273, 2.0756, -0.7149], [3.1944, 2.8409, -0.0201], [1.8542, 2.4963, 0.0776], [1.3906, 1.3117, -0.5758], [0.1218, 1.0298, -0.5960], [0.8466, 3.4621, 0.7229], [-0.0492, 4.0384, -0.3917], [1.5326, 4.6395, 1.4222], [-0.0504, 2.7722, 1.7702], [5.5630, 2.5405, -0.9642], [5.8560, 3.9018, -0.3287], [5.7702, 2.6875, -2.4828], [6.5627, 1.5189, -0.4059], [-2.8386, -2.3422, -2.5170], [-3.0045, -1.0479, -3.2920], [-4.2628, -0.8380, -3.8239], [-4.5807, 0.3042, -4.5472], [-3.5292, 1.1795, -4.7968], [-2.2458, 1.0321, -4.2821], [-1.9779, -0.0604, -3.3899], [-0.8929, -0.1932, -2.7109], [-1.2270, 2.1063, -4.7125], [0.1920, 1.9044, -4.1732], [-1.1230, 2.1013, -6.2490], [-1.6992, 3.4904, -4.2386], [-6.0255, 0.5986, -4.9425], [-6.1658, 1.9085, -5.7233], [-6.5998, -0.5321, -5.8075], [-6.8601, 0.7328, -3.6571], [0.9323, -1.3415, 2.5791], [0.8215, -0.8049, 1.4130], [1.7639, -0.8150, 3.6371], [1.4050, -1.1027, 4.9425], [3.0242, 0.0386, 3.4158], [3.6328, -0.2194, 2.0341], [2.7237, 1.5388, 3.5189], [4.0908, -0.3308, 4.4648], [-1.4666, -3.1430, 8.0052], [-0.9150, -4.1184, 6.6404], [-2.0435, -2.7755, 6.3738], [-0.7651, -0.8220, 8.3243], [-1.2886, -0.3886, 6.6832], [0.3568, -0.0330, 7.2073], [0.8636, -2.6991, 8.6886], [2.0130, -1.9538, 7.5708], [1.4911, -3.6234, 7.3106], [-0.7073, -3.6672, 4.4893], [-1.4979, -3.2739, 1.8561], [-0.2780, -4.4688, 2.2821], [-0.9321, -5.1829, 0.3255], [0.0969, -4.7362, -1.0175], [-2.5371, -3.4431, -0.2599], [-2.2686, -4.6360, -1.5456], [-0.7392, -2.1997, -3.7154], [-0.7166, -3.9351, -3.3758], [1.4863, -2.6276, -3.4781], [1.2820, -3.8226, -2.2240], [2.5632, -1.6075, 0.0514], [3.0605, -2.9349, -1.0075], [1.9779, -3.2781, 1.4198], [1.8142, -4.4784, 0.1541], [1.2138, -0.2900, -2.8449], [2.8429, -0.9946, -2.6696], [4.3682, 0.2763, -1.8473], [3.5252, 3.7521, 0.4587], [0.5584, 4.5294, -1.1563], [-0.7453, 4.7729, 0.0255], [-0.6185, 3.2369, -0.8576], [2.0801, 5.2657, 0.7137], [2.2213, 4.2991, 2.1999], [0.7657, 5.2578, 1.8945], [-0.4166, 1.8285, 1.3821], [-0.9047, 3.4154, 2.0022], [0.4931, 2.5857, 2.6972], [5.1689, 4.6606, -0.7071], [6.8734, 4.2121, -0.5787], [5.7714, 3.8618, 0.7593], [5.0149, 3.3596, -2.8935], [5.6711, 1.7268, -2.9885], [6.7613, 3.0946, -2.7063], [6.4830, 1.4680, 0.6821], [7.5890, 1.7963, -0.6656], [6.3634, 0.5235, -0.8046], [-3.5793, -2.3389, -1.7135], [-3.1154, -3.1718, -3.1939], [-5.0199, -1.6014, -3.6490], [-3.7146, 2.0384, -5.4286], [0.6122, 0.9725, -4.5544], [0.1977, 1.8662, -3.0876], [0.8305, 2.7287, -4.5084], [-0.8317, 1.1093, -6.6004], [-0.3654, 2.8208, -6.5731], [-2.0686, 2.3629, -6.7273], [-1.7541, 3.5085, -3.1487], [-2.6841, 3.7420, -4.6357], [-0.9925, 4.2603, -4.5625], [-5.6223, 1.8659, -6.6695], [-5.7928, 2.7511, -5.1391], [-7.2200, 2.0919, -5.9452], [-6.0129, -0.6420, -6.7214], [-7.6354, -0.3153, -6.0867], [-6.5839, -1.4837, -5.2741], [-6.4646, 1.5458, -3.0456], [-6.8155, -0.1821, -3.0652], [-7.9084, 0.9477, -3.8890], [1.9487, -0.5955, 5.7317], [2.9286, 0.0818, 1.2651], [3.8761, -1.2801, 1.9169], [4.5485, 0.3640, 1.9079], [2.1749, 1.8591, 2.6353], [3.6583, 2.1072, 3.5591], [2.1386, 1.7683, 4.4132], [4.1560, -1.4135, 4.5891], [3.8838, 0.1175, 5.4391], [5.0640, 0.0399, 4.1351], [-3.8430, -1.6351, 4.1259], [-3.8287, -1.5130, 2.6836], [-2.9206, -0.8163, 1.9747], [-1.9169, -0.2378, 2.6353], [-3.1517, -0.6297, 0.3132], [-4.7983, -2.0549, 4.4307], [-3.7239, -0.6608, 4.6074], [-3.0460, -2.2969, 4.4729], [-4.6323, -1.7959, 2.1517], [-1.6213, -0.5901, 3.5386], [-1.1492, 0.1030, 2.0620]],
  "forces_ev_per_a": [[0.435, -0.004, -0.878], [0.113, 0.006, -0.031], [0.006, -0.060, 0.080], [0.043, -0.116, 0.015], [-0.066, 0.042, -0.021], [-0.007, 0.097, 0.031], [-0.020, -0.019, 0.038], [0.107, 0.213, -0.202], [-0.244, 0.139, 0.135], [0.086, 0.113, -0.176], [-0.139, -0.090, -0.172], [-0.036, -0.311, 0.077], [0.295, 0.250, 0.423], [0.111, 0.056, -0.198], [-0.253, -0.170, -0.056], [-0.330, 0.411, 0.459], [0.085, 0.001, 0.210], [0.024, 0.008, -0.028], [-0.048, 0.220, -0.251], [-0.067, 0.132, -0.037], [0.095, -0.035, 0.066], [0.038, 0.125, -0.005], [0.091, -0.085, 0.000], [-0.204, -0.088, -0.149], [0.260, 0.152, 0.164], [-0.276, -0.575, 0.272], [-0.121, -0.029, -0.054], [0.058, -0.093, 0.073], [-0.031, -0.054, -0.050], [0.041, 0.075, -0.018], [0.049, -0.026, -0.018], [-0.042, -0.101, -0.021], [0.009, -0.012, 0.095], [-0.041, 0.051, -0.033], [-0.278, 0.144, -0.086], [0.159, 0.095, 0.108], [0.012, -0.067, -0.054], [-0.019, 0.096, -0.062], [-0.023, -0.081, 0.035], [0.063, -0.066, 0.032], [-0.275, 0.024, -0.074], [0.057, 0.029, 0.127], [0.072, -0.007, 0.035], [-0.086, -0.068, 0.027], [-0.036, 0.047, 0.066], [0.009, -0.069, -0.006], [-0.089, -0.010, -0.023], [0.044, -0.106, 0.054], [0.017, 0.044, 0.045], [0.009, 0.002, -0.083], [-0.253, -0.085, 0.182], [-0.112, 0.036, 0.073], [0.012, -0.001, -0.045], [-0.042, -0.064, -0.012], [0.018, 0.048, -0.125], [-0.115, 0.011, 0.118], [0.049, -0.103, -0.060], [-0.071, 0.050, -0.020], [-0.013, 0.000, 0.007], [-0.038, 0.000, 0.000], [-0.009, -0.057, 0.020], [-0.019, 0.019, -0.001], [-0.017, 0.016, 0.006], [-0.001, 0.025, -0.003], [0.007, -0.004, 0.010], [0.032, -0.026, -0.008], [0.024, 0.007, -0.004], [-0.046, 0.053, -0.024], [-0.009, -0.018, -0.040], [-0.033, 0.001, 0.000], [0.077, -0.034, 0.018], [0.018, -0.028, 0.055], [-0.038, -0.003, -0.038], [-0.036, 0.069, -0.030], [-0.030, -0.056, -0.003], [-0.049, 0.004, 0.029], [0.011, -0.005, 0.015], [0.095, 0.052, 0.009], [0.101, 0.011, 0.064], [-0.003, 0.066, -0.066], [0.034, -0.041, 0.009], [-0.034, -0.016, 0.021], [-0.001, -0.067, -0.101], [-0.026, -0.012, -0.019], [-0.022, -0.014, -0.038], [-0.006, -0.029, -0.050], [0.000, -0.005, 0.006], [0.002, 0.001, -0.001], [-0.037, -0.015, -0.060], [0.004, 0.027, 0.042], [0.011, 0.032, -0.006], [0.009, 0.026, 0.015], [-0.045, 0.008, -0.076], [-0.001, 0.003, -0.005], [-0.160, 0.074, -0.052], [0.021, 0.044, 0.037], [0.014, -0.012, 0.017], [-0.034, 0.031, 0.004], [0.018, 0.012, -0.035], [0.002, -0.006, -0.027], [0.008, -0.027, 0.012], [0.003, -0.030, -0.002], [0.003, -0.003, 0.005], [0.037, -0.020, 0.010], [0.037, -0.090, -0.012], [0.005, -0.041, 0.064], [-0.026, 0.035, 0.024], [-0.026, 0.036, 0.048], [0.056, -0.028, 0.072], [0.076, -0.033, 0.052], [-0.047, 0.012, -0.050], [0.015, 0.005, -0.015], [-0.009, 0.008, -0.018], [0.012, -0.002, -0.014], [-0.002, 0.033, 0.008], [-0.004, 0.017, 0.011], [0.001, 0.010, 0.012], [0.021, 0.047, 0.004], [0.010, 0.033, -0.046], [-0.005, -0.010, -0.012], [0.003, -0.034, -0.001], [-0.011, -0.017, 0.016], [0.007, -0.017, -0.028], [-0.018, -0.011, 0.035], [-0.016, 0.000, 0.013], [0.001, -0.013, -0.008], [-0.024, 0.019, 0.020], [0.071, -0.072, -0.084], [0.016, -0.010, -0.051], [0.002, -0.016, 0.045], [0.130, -0.049, 0.110], [0.016, 0.019, -0.019], [0.000, 0.009, 0.019], [0.040, 0.001, 0.004], [0.010, -0.047, 0.027], [-0.004, 0.041, 0.017], [0.105, 0.030, -0.005], [-0.017, 0.065, 0.039], [-0.200, 0.134, 0.334], [0.280, -0.127, 0.040], [0.581, 0.024, -0.356], [0.003, -0.013, 0.003], [-0.013, 0.000, -0.005], [0.007, 0.030, -0.004], [0.006, -0.090, -0.009], [-0.077, -0.037, -0.048], [0.019, -0.024, 0.057]],
  "total_charge": -1,
  "de_lowest_kcal_mol": 0.0,
  "e_tot_ha": -4231.50827,
  "homo_lumo_gap_ev": [6.10, 6.11],
  "homo_energy_ev": [-4.00, -4.01],
  "spin_multiplicity": 5
}